C26H76O26S7 | ωB97M-V/def2-TZVPD

Last column: Mulliken charge in e.
Geometry (Å):
1 C 8.663 -17.501 9.951  -0.8878
2 C 7.132 -17.343 10.231  -0.0090
3 O 6.662 -15.955 10.125  -0.3805
4 S 5.220 -15.498 10.957  1.1062
5 C 3.974 -16.641 10.125  -0.9726
6 O 5.265 -15.902 12.413  -0.5863
7 O 4.803 -14.216 10.461  -0.5683
8 H 8.960 -18.545 9.845  0.0078
9 H 9.273 -17.178 10.795  0.3339
10 H 9.073 -16.971 9.091  0.3877
11 H 6.579 -17.864 9.450  0.1747
12 H 6.986 -17.645 11.267  0.3436
13 H 4.149 -16.651 9.049  0.3003
14 H 2.961 -16.311 10.356  0.4751
15 H 4.225 -17.605 10.568  0.3071
16 C 10.831 -20.054 3.540  -1.2550
17 C 10.738 -20.945 4.880  0.2130
18 O 11.639 -22.047 4.688  -0.3393
19 S 11.097 -23.579 5.179  1.0106
20 C 12.549 -23.961 6.248  -0.7261
21 O 9.984 -23.504 6.136  -0.5481
22 O 11.046 -24.532 4.015  -0.6268
23 H 10.643 -20.653 2.649  0.3515
24 H 11.901 -19.882 3.425  0.2508
25 H 10.358 -19.072 3.534  0.3617
26 H 11.228 -20.294 5.604  -0.0872
27 H 9.722 -21.212 5.172  0.4293
28 H 13.442 -24.048 5.628  0.4614
29 H 12.420 -24.928 6.734  0.2818
30 H 12.613 -23.266 7.085  0.0127
31 C 11.982 -22.160 10.681  -0.7932
32 C 12.732 -23.485 10.220  -0.3082
33 O 11.879 -24.191 9.208  -0.2379
34 S 11.442 -25.736 9.577  0.9959
35 C 10.130 -25.303 10.856  -0.5568
36 O 10.616 -26.380 8.539  -0.4579
37 O 12.507 -26.459 10.254  -0.6183
38 H 10.947 -22.354 10.962  0.3388
39 H 11.977 -21.421 9.880  -0.0599
40 H 12.422 -21.734 11.582  0.5036
41 H 13.749 -23.380 9.841  0.1759
42 H 12.892 -24.118 11.093  0.5107
43 H 9.201 -24.998 10.375  -0.2976
44 H 10.469 -24.537 11.553  0.3197
45 H 9.794 -26.216 11.348  0.5024
46 C 15.719 -21.070 8.903  -0.9331
47 C 17.022 -21.817 9.153  -0.3748
48 O 16.576 -23.160 9.110  -0.2043
49 S 17.624 -24.379 9.471  1.0665
50 C 18.509 -24.573 7.759  -0.9402
51 O 18.561 -23.941 10.507  -0.6065
52 O 16.799 -25.584 9.679  -0.5602
53 H 15.344 -21.332 7.913  0.2768
54 H 15.839 -19.988 8.842  0.4174
55 H 14.880 -21.215 9.583  0.1210
56 H 17.812 -21.545 8.453  0.3211
57 H 17.508 -21.740 10.125  0.3813
58 H 19.302 -23.847 7.579  0.3379
59 H 17.722 -24.562 7.005  0.2953
60 H 18.975 -25.550 7.885  0.3872
61 C 4.792 -21.689 7.825  -0.1579
62 C 3.480 -21.994 7.116  -0.5789
63 O 3.266 -20.937 6.322  -0.2913
64 S 2.348 -19.638 6.780  1.1482
65 C 0.685 -20.386 6.494  -1.0223
66 O 2.520 -19.458 8.251  -0.5693
67 O 2.548 -18.542 5.893  -0.5754
68 H 5.567 -21.950 7.104  0.2109
69 H 4.844 -22.326 8.708  -0.1402
70 H 4.877 -20.681 8.230  0.1788
71 H 3.570 -22.963 6.626  0.3743
72 H 2.770 -22.008 7.943  0.4019
73 H 0.688 -20.714 5.455  0.3437
74 H -0.014 -19.551 6.437  0.4219
75 H 0.482 -21.132 7.263  0.3024
76 C 8.515 -28.637 8.132  -0.8439
77 C 8.757 -29.652 9.333  -0.3842
78 O 9.204 -30.964 8.949  -0.3664
79 S 8.079 -31.978 8.226  1.0925
80 C 7.830 -33.054 9.756  -0.8562
81 O 6.809 -31.256 7.989  -0.5502
82 O 8.653 -32.941 7.257  -0.5929
83 H 7.645 -28.836 7.507  0.4506
84 H 9.450 -28.668 7.572  0.3185
85 H 8.303 -27.634 8.503  0.0478
86 H 9.376 -29.249 10.136  0.4140
87 H 7.761 -29.740 9.767  0.3287
88 H 8.656 -33.758 9.656  0.3193
89 H 6.861 -33.539 9.634  0.3276
90 H 8.022 -32.403 10.609  0.2912
91 C 14.321 -18.319 4.642  -1.0829
92 C 14.937 -17.835 5.963  -0.3960
93 O 14.052 -18.380 6.957  -0.1691
94 S 12.864 -17.499 7.790  1.0804
95 C 13.897 -16.632 8.994  -1.1499
96 O 12.164 -16.610 6.832  -0.6270
97 O 12.155 -18.492 8.642  -0.3441
98 H 14.970 -18.330 3.767  0.4676
99 H 13.360 -17.885 4.364  0.3107
100 H 14.086 -19.371 4.807  0.1692
101 H 15.947 -18.155 6.219  0.3286
102 H 14.823 -16.751 5.953  0.3498
103 H 13.370 -15.715 9.260  0.4266
104 H 14.785 -16.459 8.386  0.4178
105 H 14.342 -17.280 9.749  0.2738
106 C 5.868 -22.542 11.359  -0.5894
107 O 6.543 -21.531 10.697  -0.4002
108 H 5.484 -23.304 10.681  0.0246
109 H 6.395 -23.173 12.075  0.2609
110 H 5.051 -22.148 11.964  0.3292
111 H 7.253 -21.901 10.166  0.2658
112 C 6.262 -26.065 10.332  -0.0995
113 O 5.675 -26.124 11.632  -0.5326
114 H 7.304 -25.750 10.389  -0.2161
115 H 6.110 -27.035 9.858  0.3930
116 H 5.627 -25.488 9.660  0.2761
117 H 5.095 -26.888 11.667  0.3211
118 C 9.368 -21.580 8.537  0.0957
119 O 8.543 -22.688 8.645  -0.2044
120 H 9.048 -20.962 7.698  0.1965
121 H 9.194 -20.896 9.367  0.0432
122 H 10.429 -21.806 8.432  -0.2492
123 H 8.678 -23.315 7.931  0.1610
124 C 6.279 -18.462 5.021  -0.2738
125 O 6.972 -18.813 3.852  -0.4946
126 H 5.350 -19.023 5.124  0.0449
127 H 6.968 -18.596 5.855  0.1350
128 H 5.873 -17.458 4.890  0.2867
129 H 6.354 -19.434 3.459  0.3130
130 C 12.615 -17.645 12.275  -0.2599
131 O 13.133 -17.006 13.378  -0.5761
132 H 11.739 -17.042 12.037  0.2312
133 H 13.195 -17.734 11.356  -0.0335
134 H 12.143 -18.564 12.624  0.2921
135 H 12.484 -17.026 14.084  0.3362

Charge: 0

=====

C26H78O13 | ωB97M-V/def2-TZVPD

Last column: Mulliken charge in e.
Geometry (Å):
1 C -4.320 1.540 0.116  -1.0441
2 C -3.797 0.320 0.830  0.9474
3 O -4.483 -0.876 0.475  -0.5137
4 H -3.645 2.374 0.132  0.0167
5 H -5.343 1.720 0.492  0.4959
6 H -4.408 1.275 -0.948  0.3271
7 H -3.830 0.368 1.975  0.0071
8 H -2.744 0.235 0.543  -0.5705
9 H -5.427 -0.744 0.278  0.2836
10 C 2.405 3.526 0.089  -0.5314
11 C 3.825 3.111 0.087  -0.4041
12 O 4.149 2.815 1.423  -0.4412
13 H 1.835 2.610 0.074  -0.2659
14 H 2.121 4.109 -0.746  0.5076
15 H 2.223 4.136 1.023  0.3109
16 H 4.340 3.982 -0.299  0.4168
17 H 3.993 2.322 -0.661  0.1789
18 H 5.093 2.577 1.429  0.2708
19 C -2.028 -1.765 3.737  -0.4067
20 C -1.942 -0.737 4.857  -0.4743
21 O -0.609 -0.232 4.949  -0.4999
22 H -1.528 -2.767 3.957  0.3112
23 H -1.660 -1.371 2.790  -0.3880
24 H -3.079 -2.035 3.552  0.4620
25 H -2.229 -1.255 5.804  0.3536
26 H -2.629 0.090 4.658  0.3488
27 H -0.475 0.376 5.673  0.2106
28 C 3.976 0.813 4.550  -0.7267
29 C 2.820 0.983 5.535  0.2029
30 O 2.781 -0.031 6.525  -0.6216
31 H 3.986 1.537 3.764  0.1211
32 H 3.708 -0.162 4.109  0.0796
33 H 4.930 0.817 5.046  0.3242
34 H 1.837 1.063 5.037  -0.2265
35 H 3.124 1.840 6.093  0.4717
36 H 2.702 -0.914 6.021  0.4558
37 C -2.157 4.539 -2.046  -1.1594
38 C -2.332 4.683 -0.526  0.8600
39 O -1.513 5.620 0.113  -0.5451
40 H -1.096 4.361 -2.295  0.2937
41 H -2.485 5.486 -2.582  0.3854
42 H -2.661 3.656 -2.535  0.2950
43 H -2.170 3.714 -0.088  -0.7252
44 H -3.411 4.926 -0.370  0.2309
45 H -1.208 6.281 -0.542  0.3314
46 C 1.753 1.694 -4.440  -0.6635
47 C 1.977 0.389 -5.061  -0.3935
48 O 1.355 -0.681 -4.395  -0.5262
49 H 2.366 2.401 -5.005  0.4487
50 H 2.099 1.704 -3.419  -0.0102
51 H 0.688 1.889 -4.377  0.2291
52 H 3.043 0.187 -5.160  0.4323
53 H 1.613 0.422 -6.092  0.3274
54 H 1.898 -0.669 -3.562  0.1197
55 C 1.425 -2.278 2.339  0.4745
56 C 1.942 -2.832 3.680  -0.7650
57 O 1.822 -1.787 4.698  -0.5073
58 H 1.493 -3.058 1.605  0.2939
59 H 2.000 -1.504 1.844  -0.1489
60 H 0.407 -1.887 2.404  -0.4614
61 H 2.980 -3.134 3.617  0.4338
62 H 1.321 -3.692 3.983  0.2806
63 H 0.861 -1.643 4.698  0.2137
64 C -0.174 3.144 3.604  -1.4496
65 C -0.606 2.337 2.363  0.4087
66 O -0.003 1.004 2.219  0.4514
67 H -0.521 2.707 4.524  0.2792
68 H -0.590 4.142 3.629  0.4404
69 H 0.904 3.241 3.650  0.3008
70 H -0.264 2.792 1.417  0.0282
71 H -1.703 2.297 2.290  -0.0420
72 H -0.149 0.533 3.060  -0.4032
73 C -2.730 -0.799 -6.593  -1.3610
74 C -1.379 -0.681 -5.903  -0.1041
75 O -1.393 -0.705 -4.500  -0.2799
76 H -3.332 -1.592 -6.262  0.3691
77 H -2.460 -1.039 -7.632  0.3548
78 H -3.342 0.114 -6.579  0.2866
79 H -0.953 0.274 -6.256  0.2430
80 H -0.637 -1.395 -6.249  0.3447
81 H -0.522 -0.384 -4.231  0.1366
82 C -0.709 1.129 -1.476  -0.2708
83 C -0.160 -0.234 -0.962  0.8626
84 O 0.978 -0.113 -0.105  0.6616
85 H -1.250 1.726 -0.758  -0.2473
86 H -1.406 0.899 -2.324  0.4705
87 H 0.088 1.755 -1.827  0.0086
88 H 0.168 -0.862 -1.777  -0.3239
89 H -0.927 -0.804 -0.431  -0.3608
90 H 0.718 0.306 0.728  -0.5182
91 C -3.922 -2.801 -2.204  -0.7686
92 C -4.067 -3.624 -0.926  -0.3255
93 O -3.159 -3.303 0.151  -0.5069
94 H -3.018 -3.090 -2.786  0.1879
95 H -3.827 -1.699 -2.040  0.1082
96 H -4.834 -2.930 -2.857  0.3838
97 H -3.994 -4.698 -1.074  0.4031
98 H -5.065 -3.388 -0.540  0.2580
99 H -3.390 -2.492 0.588  0.1214
100 C 0.459 -4.187 -1.921  -0.3961
101 C -0.247 -5.025 -0.885  -0.4877
102 O -0.609 -4.274 0.295  -0.4019
103 H 1.419 -3.856 -1.449  -0.0022
104 H -0.168 -3.326 -2.143  -0.0886
105 H 0.708 -4.589 -2.862  0.5030
106 H 0.339 -5.822 -0.474  0.2748
107 H -1.166 -5.498 -1.220  0.3325
108 H -1.527 -4.041 0.360  0.4273
109 C 5.548 -1.234 -1.328  -1.2457
110 C 4.031 -1.636 -1.238  0.0544
111 O 3.259 -0.505 -1.641  -0.3651
112 H 6.043 -2.194 -1.116  0.3988
113 H 5.844 -0.578 -0.443  0.2211
114 H 5.852 -0.731 -2.259  0.3005
115 H 3.776 -1.922 -0.229  0.1331
116 H 3.825 -2.487 -1.896  0.2759
117 H 2.567 -0.301 -0.942  0.1846

Charge: 0

=====

C26H82N6O12 | ωB97M-V/def2-TZVPD

Last column: Mulliken charge in e.
Geometry (Å):
1 C -0.816 -20.159 -7.444  -0.6083
2 O -1.952 -20.420 -6.640  -0.4638
3 C -2.391 -21.768 -6.586  -0.7976
4 C -3.256 -22.174 -7.795  1.8217
5 C -4.585 -21.466 -7.885  -2.1622
6 N -3.569 -23.631 -7.593  -0.5867
7 H -1.035 -20.357 -8.504  0.2227
8 H 0.076 -20.673 -7.090  0.2598
9 H -0.520 -19.090 -7.287  0.2485
10 H -1.679 -22.580 -6.411  0.5596
11 H -3.047 -21.793 -5.708  0.1031
12 H -2.686 -21.925 -8.690  -0.0282
13 H -5.228 -21.764 -7.014  0.2812
14 H -5.129 -21.923 -8.678  0.5365
15 H -4.620 -20.437 -8.056  0.3702
16 H -4.256 -24.004 -8.260  0.2380
17 H -2.846 -24.264 -7.377  0.0963
18 C -2.815 -23.307 -3.127  -0.3191
19 O -1.387 -23.091 -2.770  -0.5086
20 C -0.870 -21.928 -3.362  0.0481
21 C -0.549 -20.821 -2.307  0.4739
22 C 0.170 -21.406 -1.117  -1.4830
23 N -1.818 -20.247 -1.904  -0.6033
24 H -2.905 -23.295 -4.238  0.0061
25 H -3.514 -22.684 -2.595  0.2627
26 H -3.084 -24.292 -2.879  0.0772
27 H 0.057 -22.265 -3.865  0.1189
28 H -1.535 -21.509 -4.151  -0.0505
29 H 0.121 -20.097 -2.765  0.2204
30 H -0.336 -22.230 -0.613  0.3262
31 H 0.269 -20.627 -0.355  0.4462
32 H 1.193 -21.702 -1.322  0.3098
33 H -2.169 -19.483 -2.474  0.1915
34 H -1.819 -19.904 -0.960  0.2061
35 C 2.885 -26.443 -10.436  -0.6122
36 O 2.473 -27.788 -10.526  -0.3816
37 C 1.931 -28.272 -9.328  -0.4721
38 C 2.896 -29.172 -8.475  0.8637
39 C 3.226 -30.363 -9.294  -1.6915
40 N 2.363 -29.498 -7.176  -0.4840
41 H 3.692 -26.175 -9.802  0.3056
42 H 2.053 -25.883 -10.061  0.1486
43 H 3.041 -26.058 -11.432  0.3818
44 H 1.392 -27.424 -8.861  0.0385
45 H 1.204 -28.964 -9.803  0.2535
46 H 3.801 -28.589 -8.388  0.0418
47 H 3.487 -29.968 -10.264  0.3946
48 H 2.393 -31.056 -9.369  0.4019
49 H 4.027 -30.930 -8.878  0.4363
50 H 2.592 -30.457 -6.901  0.2206
51 H 1.379 -29.365 -7.001  0.1887
52 C -2.132 -24.122 -10.792  -0.3520
53 O -3.255 -23.395 -11.197  -0.0856
54 C -3.692 -23.676 -12.522  -0.8582
55 C -5.009 -22.896 -12.781  0.5646
56 C -5.428 -23.126 -14.260  -1.5167
57 N -4.977 -21.413 -12.453  -0.6903
58 H -1.360 -23.687 -11.391  0.3511
59 H -2.341 -25.193 -10.917  0.2776
60 H -2.075 -23.917 -9.729  -0.2000
61 H -2.892 -23.322 -13.159  0.3337
62 H -3.791 -24.787 -12.684  0.3552
63 H -5.810 -23.376 -12.148  0.2129
64 H -4.662 -22.734 -14.916  0.3521
65 H -6.300 -22.617 -14.579  0.3965
66 H -5.533 -24.204 -14.506  0.3534
67 H -4.253 -21.016 -13.038  0.3166
68 H -4.448 -21.437 -11.546  0.2646
69 C -1.767 -30.188 -1.633  -0.9545
70 O -2.066 -29.057 -2.361  -0.0400
71 C -3.373 -28.992 -2.957  -0.9583
72 C -3.590 -27.537 -3.304  -0.2678
73 C -2.564 -27.122 -4.330  -0.4071
74 N -3.440 -26.647 -2.163  -0.5257
75 H -0.860 -29.921 -1.036  0.2300
76 H -1.579 -31.092 -2.222  0.3184
77 H -2.552 -30.352 -0.903  0.3994
78 H -3.345 -29.636 -3.803  0.4226
79 H -4.141 -29.461 -2.315  0.4961
80 H -4.531 -27.375 -3.758  0.4966
81 H -2.651 -27.695 -5.244  0.5231
82 H -1.530 -27.230 -3.944  -0.1755
83 H -2.764 -26.070 -4.634  0.0240
84 H -4.191 -26.784 -1.535  0.2333
85 H -2.529 -26.833 -1.688  0.2163
86 C 7.722 -21.372 -8.594  -0.7874
87 O 6.621 -21.351 -7.695  -0.3156
88 C 5.667 -22.388 -7.909  -0.7570
89 C 4.657 -22.381 -6.689  0.3181
90 C 5.319 -22.683 -5.350  -1.2891
91 N 3.726 -23.502 -7.082  -0.5508
92 H 7.352 -21.284 -9.602  0.3044
93 H 8.297 -22.310 -8.479  0.3201
94 H 8.383 -20.625 -8.245  0.2653
95 H 5.187 -22.338 -8.885  0.4495
96 H 6.245 -23.354 -7.930  0.3025
97 H 3.997 -21.522 -6.768  0.2929
98 H 5.784 -21.746 -5.007  0.3622
99 H 5.896 -23.558 -5.339  0.3607
100 H 4.565 -22.971 -4.607  0.2831
101 H 4.101 -24.429 -7.120  0.1811
102 H 3.006 -23.616 -6.364  0.1708
103 C 0.115 -25.534 -6.784  -0.4346
104 O -0.758 -24.771 -7.623  -0.1765
105 H 1.027 -25.855 -7.268  0.1084
106 H 0.414 -25.004 -5.887  0.2980
107 H -0.415 -26.461 -6.489  0.0980
108 H -0.224 -24.224 -8.212  0.0883
109 C 1.104 -28.348 -3.451  -0.4713
110 O 1.910 -27.146 -3.365  -0.5669
111 H 1.777 -29.202 -3.560  0.3428
112 H 0.420 -28.322 -2.600  0.2112
113 H 0.549 -28.366 -4.383  0.0781
114 H 1.351 -26.398 -3.210  0.5097
115 O 2.529 -23.750 -3.996  -0.4341
116 H 3.169 -24.523 -4.115  0.3182
117 H 1.793 -24.064 -3.495  0.1076
118 O 0.257 -25.060 -2.584  -0.7256
119 H 0.046 -25.791 -1.997  0.1717
120 H -0.467 -24.425 -2.728  0.4985
121 O 4.581 -26.039 -3.807  -0.6473
122 H 3.797 -26.594 -3.634  0.3700
123 H 4.903 -25.700 -2.963  0.3078
124 O 1.380 -23.152 -8.733  -0.5559
125 H 2.187 -23.426 -8.328  0.3451
126 H 1.278 -23.382 -9.657  0.2943

Charge: 0

=====

Calculated values (hartree) of HOMO energy for the records, taken in order: -0.37030 -0.34337 -0.31444.
Calculated values (eV) of Kohn-Sham gap for the records, taken in order: 10.014 9.708 9.081.
Calculated values (kcal per mole) of relative energy (zero: lowest compared OMol25 entry of this formula, charge and spin) for the records, taken in order: 168.9 69.5 56.7.